Entry 1:
Density functional theory data (wB97M-V/def2-TZVPD) for a 6-piece molecular cluster, C49H80IN7O4 overall in a non-equilibrium geometry.

The value obtained for the highest occupied orbital energy is -8.1 eV. Its SMILES is CCNc1c(CCOCC)c(C[C@H](C)I)c(CCCCCCCOC)c2c1C(=O)C(CCN)=CC2=O.CCCC#N.CCCC#N.CCCC#N.CCCC#N.CCCC#N. As for the total energy: -78830.15289 eV. The largest force on an atom comes out at 0.029 hartree/bohr. Its HOMO-LUMO gap is 7.836 eV. Its LUMO energy is -0.293 eV.

Element x y z (Å)
C (-2.525, 3.168, -2.354)
C (-1.837, 1.914, -2.939)
N (-0.382, 1.888, -2.608)
C (0.121, 0.619, -2.263)
C (0.275, -0.395, -3.231)
C (-0.118, -0.052, -4.656)
C (-1.533, -0.529, -5.100)
O (-1.443, -0.971, -6.454)
C (-2.345, -2.008, -6.792)
C (-3.588, -1.527, -7.558)
C (0.772, -1.644, -2.874)
C (0.877, -2.719, -3.952)
C (-0.403, -3.574, -4.100)
C (-0.986, -4.135, -2.809)
I (-0.076, -5.215, -5.486)
C (1.167, -1.907, -1.554)
C (1.761, -3.252, -1.186)
C (3.173, -3.454, -1.853)
C (4.346, -3.412, -0.853)
C (5.167, -2.097, -0.986)
C (6.371, -2.243, -1.927)
C (7.638, -2.802, -1.243)
C (8.637, -1.721, -0.845)
O (9.022, -0.922, -1.953)
C (9.506, 0.328, -1.505)
C (1.000, -0.918, -0.622)
C (0.488, 0.325, -0.976)
C (0.321, 1.327, 0.134)
O (0.575, 2.516, 0.028)
C (-0.153, 0.714, 1.432)
C (-1.180, 1.466, 2.236)
C (-2.477, 1.691, 1.399)
N (-3.237, 0.488, 1.124)
C (0.365, -0.457, 1.775)
C (1.343, -1.120, 0.844)
O (2.325, -1.724, 1.239)
H (-1.834, 4.016, -2.377)
H (-3.334, 3.415, -3.053)
H (-2.973, 2.992, -1.375)
H (-1.907, 2.033, -4.024)
H (-2.313, 0.988, -2.597)
H (-0.254, 2.553, -1.854)
H (-0.093, 1.032, -4.797)
H (0.584, -0.445, -5.397)
H (-2.194, 0.348, -5.106)
H (-1.998, -1.252, -4.422)
H (-1.806, -2.698, -7.455)
H (-2.685, -2.607, -5.936)
H (-3.288, -0.808, -8.327)
H (-3.997, -2.395, -8.091)
H (-4.366, -1.117, -6.908)
H (1.049, -2.259, -4.928)
H (1.720, -3.397, -3.798)
H (-1.169, -2.969, -4.570)
H (-2.002, -4.504, -2.987)
H (-1.054, -3.378, -2.019)
H (-0.422, -4.981, -2.404)
H (1.906, -3.355, -0.113)
H (1.129, -4.078, -1.508)
H (3.146, -4.397, -2.413)
H (3.285, -2.665, -2.605)
H (5.032, -4.222, -1.146)
H (4.042, -3.618, 0.176)
H (5.510, -1.760, -0.001)
H (4.497, -1.358, -1.441)
H (6.132, -2.842, -2.815)
H (6.627, -1.248, -2.316)
H (8.180, -3.511, -1.878)
H (7.321, -3.293, -0.313)
H (8.240, -1.068, -0.048)
H (9.544, -2.191, -0.425)
H (9.880, 0.921, -2.342)
H (8.665, 0.885, -1.062)
H (10.299, 0.208, -0.753)
H (-1.440, 0.824, 3.083)
H (-0.839, 2.460, 2.546)
H (-2.257, 2.206, 0.456)
H (-3.100, 2.377, 1.984)
H (-3.550, 0.040, 1.975)
H (-2.758, -0.158, 0.510)
H (0.041, -0.927, 2.702)
C (-5.896, 1.046, -2.823)
C (-5.995, -0.398, -3.303)
C (-5.654, -1.415, -2.209)
C (-4.258, -1.324, -1.794)
N (-3.163, -1.248, -1.461)
H (-4.875, 1.302, -2.534)
H (-6.198, 1.729, -3.618)
H (-6.547, 1.219, -1.964)
H (-5.338, -0.540, -4.164)
H (-7.014, -0.588, -3.646)
H (-5.844, -2.424, -2.582)
H (-6.304, -1.271, -1.344)
C (0.580, -4.091, 2.401)
C (0.142, -3.953, 3.855)
C (-0.947, -4.949, 4.256)
C (-2.202, -4.717, 3.541)
N (-3.187, -4.535, 2.979)
H (-0.240, -3.870, 1.713)
H (1.390, -3.396, 2.186)
H (0.939, -5.102, 2.195)
H (-0.205, -2.933, 4.033)
H (1.008, -4.110, 4.500)
H (-1.133, -4.863, 5.329)
H (-0.606, -5.971, 4.075)
C (-2.955, 5.890, 3.873)
C (-2.318, 5.542, 5.215)
C (-1.589, 4.196, 5.192)
C (-2.504, 3.075, 4.983)
N (-3.222, 2.196, 4.815)
H (-3.732, 5.175, 3.601)
H (-3.417, 6.877, 3.921)
H (-2.209, 5.905, 3.077)
H (-3.085, 5.540, 5.992)
H (-1.600, 6.320, 5.481)
H (-1.066, 4.049, 6.139)
H (-0.828, 4.198, 4.408)
C (4.165, -2.869, 6.779)
C (3.736, -2.726, 8.235)
C (2.647, -3.725, 8.639)
C (1.392, -3.493, 7.928)
N (0.406, -3.313, 7.367)
H (3.342, -2.651, 6.096)
H (4.975, -2.175, 6.553)
H (4.522, -3.881, 6.573)
H (3.390, -1.705, 8.411)
H (4.604, -2.882, 8.877)
H (2.462, -3.641, 9.712)
H (2.989, -4.745, 8.457)
C (-3.642, 10.454, -0.137)
C (-3.005, 10.115, 1.206)
C (-2.270, 8.772, 1.199)
C (-3.178, 7.643, 1.002)
N (-3.891, 6.758, 0.844)
H (-4.416, 9.733, -0.404)
H (-4.106, 11.440, -0.097)
H (-2.894, 10.466, -0.933)
H (-3.773, 10.116, 1.982)
H (-2.290, 10.899, 1.466)
H (-1.750, 8.640, 2.150)
H (-1.505, 8.767, 0.419)

Results of the Mulliken charge analysis, in e, for atoms 1 through 6:
1 C -1.80
2 C 0.26
3 N -0.21
4 C -0.34
5 C 0.58
6 C -2.26

=====

Entry 2:
Density functional theory data (wB97M-V/def2-TZVPD) for a 13-piece molecular cluster, C49H86O39 overall in a non-equilibrium geometry.

The value obtained for the highest occupied orbital energy is -9.6 eV. As for the total energy: -132055.88601 eV. The largest force on an atom comes out at 0.123 hartree/bohr. Its HOMO-LUMO gap is 9.377 eV. Its LUMO energy is -0.262 eV.

Element x y z (Å)
C (-0.132, 0.532, 0.680)
C (-0.317, 0.390, -0.774)
O (0.041, -0.969, -1.032)
C (0.851, -1.360, -0.030)
O (1.474, -2.430, 0.007)
O (0.830, -0.382, 0.916)
H (-1.063, 0.589, 1.243)
H (0.293, 1.522, 0.847)
H (0.377, 1.064, -1.275)
H (-1.338, 0.652, -1.051)
C (-0.720, -4.469, 4.746)
C (-1.180, -3.061, 4.587)
O (-0.026, -2.307, 4.256)
C (0.910, -3.139, 3.833)
O (2.008, -2.838, 3.496)
O (0.448, -4.388, 3.938)
H (-1.428, -5.221, 4.396)
H (-0.417, -4.729, 5.761)
H (-1.404, -2.545, 5.521)
H (-1.971, -3.026, 3.839)
C (-0.703, 5.717, -2.476)
C (-0.222, 4.300, -2.152)
C (-0.323, 3.214, -3.264)
O (0.965, 2.669, -3.368)
C (1.831, 3.512, -2.894)
O (3.024, 3.493, -3.119)
O (1.173, 4.459, -2.163)
H (-0.505, 6.215, -3.425)
H (-0.250, 6.394, -1.751)
H (-1.755, 5.977, -2.350)
H (-0.593, 3.998, -1.173)
H (-0.480, 3.646, -4.253)
H (-1.071, 2.440, -3.096)
C (-5.406, 4.255, -0.191)
C (-5.552, 3.410, -1.489)
C (-4.597, 3.682, -2.626)
O (-4.297, 2.341, -2.966)
C (-4.659, 1.447, -2.076)
O (-4.507, 0.268, -2.102)
O (-5.256, 2.103, -1.121)
H (-6.232, 4.033, 0.484)
H (-5.386, 5.331, -0.363)
H (-4.485, 4.035, 0.350)
H (-6.588, 3.485, -1.820)
H (-3.752, 4.286, -2.298)
H (-5.141, 4.167, -3.436)
C (-1.759, 6.338, 0.781)
C (-2.986, 6.456, 1.755)
C (-3.186, 5.412, 2.836)
O (-3.219, 6.025, 4.073)
C (-3.007, 7.380, 3.870)
O (-3.071, 8.228, 4.800)
O (-2.794, 7.652, 2.550)
H (-1.966, 5.401, 0.265)
H (-0.789, 6.324, 1.280)
H (-1.654, 7.161, 0.075)
H (-3.962, 6.589, 1.289)
H (-2.342, 4.725, 2.886)
H (-3.997, 4.762, 2.509)
C (3.627, -5.488, 0.782)
C (4.787, -4.461, 0.961)
C (4.516, -2.999, 1.174)
O (5.328, -2.629, 2.229)
C (5.999, -3.632, 2.716)
O (6.817, -3.564, 3.628)
O (5.680, -4.732, 1.951)
H (3.933, -6.450, 0.373)
H (2.807, -5.053, 0.211)
H (3.218, -5.780, 1.749)
H (5.427, -4.479, 0.079)
H (3.484, -2.782, 1.449)
H (4.818, -2.379, 0.329)
C (4.229, 0.419, 2.790)
O (4.963, 0.509, 3.881)
C (5.859, 1.528, 4.132)
O (6.423, 2.227, 3.220)
O (6.018, 1.649, 5.418)
C (6.820, 2.622, 6.028)
H (3.678, -0.495, 3.010)
H (4.756, 0.098, 1.891)
H (3.551, 1.243, 2.569)
H (7.738, 2.812, 5.472)
H (6.991, 2.282, 7.050)
H (6.109, 3.447, 5.987)
C (0.675, -4.087, -3.861)
C (1.826, -4.690, -2.956)
O (2.778, -5.342, -3.829)
C (3.970, -5.611, -3.409)
O (4.407, -5.341, -2.280)
O (4.617, -6.278, -4.242)
C (5.834, -6.885, -3.993)
H (1.215, -3.816, -4.768)
H (0.222, -3.171, -3.482)
H (-0.001, -4.915, -4.077)
H (1.539, -5.427, -2.205)
H (2.185, -3.791, -2.455)
H (6.576, -6.224, -3.544)
H (6.056, -7.168, -5.021)
H (5.753, -7.792, -3.394)
C (2.168, 0.025, -5.095)
C (0.662, -0.176, -4.924)
O (0.307, -1.215, -5.842)
C (-0.853, -1.784, -5.919)
O (-1.787, -1.408, -5.229)
O (-0.743, -2.805, -6.750)
C (-1.950, -3.575, -6.983)
H (2.649, -0.608, -4.350)
H (2.256, 1.050, -4.735)
H (2.522, -0.180, -6.105)
H (0.124, 0.763, -5.049)
H (0.461, -0.526, -3.911)
H (-2.469, -3.794, -6.050)
H (-1.776, -4.530, -7.479)
H (-2.628, -3.032, -7.641)
C (3.086, 6.462, 0.637)
C (3.026, 5.214, 1.538)
O (2.920, 3.983, 0.808)
C (3.933, 3.161, 0.605)
O (5.127, 3.466, 0.740)
O (3.433, 2.115, -0.042)
C (4.236, 1.312, -0.845)
H (4.036, 6.687, 0.151)
H (2.739, 7.407, 1.054)
H (2.387, 6.316, -0.186)
H (2.134, 5.311, 2.157)
H (3.836, 5.204, 2.267)
H (4.061, 0.255, -0.645)
H (5.290, 1.376, -0.573)
H (4.201, 1.631, -1.887)
C (-3.264, -3.261, -2.616)
C (-4.075, -4.482, -2.099)
O (-5.422, -4.416, -2.600)
C (-6.341, -3.959, -1.832)
O (-6.365, -3.821, -0.596)
O (-7.345, -3.534, -2.652)
C (-8.479, -2.941, -1.936)
H (-2.969, -3.294, -3.665)
H (-2.445, -2.908, -1.989)
H (-3.977, -2.437, -2.624)
H (-4.170, -4.190, -1.054)
H (-3.606, -5.455, -2.244)
H (-8.063, -2.159, -1.302)
H (-8.948, -3.742, -1.364)
H (-9.122, -2.450, -2.666)
C (-1.097, -5.633, -0.106)
C (-2.076, -5.084, 0.915)
O (-2.067, -3.667, 0.913)
C (-3.190, -2.954, 1.105)
O (-4.256, -3.383, 1.562)
O (-2.926, -1.701, 0.779)
C (-3.908, -0.729, 0.699)
H (-1.052, -4.932, -0.939)
H (-1.426, -6.662, -0.249)
H (-0.108, -5.721, 0.342)
H (-1.884, -5.554, 1.880)
H (-3.050, -5.445, 0.585)
H (-4.598, -1.173, -0.019)
H (-3.497, 0.236, 0.401)
H (-4.425, -0.594, 1.649)
C (2.571, 3.222, 4.914)
C (1.329, 3.011, 4.018)
O (0.278, 2.493, 4.864)
C (-0.956, 2.375, 4.320)
O (-1.252, 2.551, 3.119)
O (-1.778, 2.113, 5.337)
C (-3.199, 1.849, 5.016)
H (3.131, 2.374, 5.308)
H (2.194, 3.697, 5.820)
H (3.339, 3.902, 4.545)
H (1.654, 2.339, 3.224)
H (1.047, 3.944, 3.531)
H (-3.315, 1.163, 4.176)
H (-3.537, 2.794, 4.592)
H (-3.706, 1.520, 5.923)

Results of the Mulliken charge analysis, in e, for atoms 1 through 6:
1 C -0.22
2 C 1.47
3 O -0.41
4 C 0.10
5 O -0.36
6 O 0.17